Molecular formula: C24H23ClN4O2RhS2
Method: DFT, ωB97M-V/def2-TZVPD

Structure (XYZ):
```
57
Properties=species:S:1:pos:R:3
Rh 0.084 -0.245 -0.543
O 0.176 -2.220 -0.903
N -0.505 -3.159 -0.267
C -0.375 -4.426 -0.721
C -1.042 -5.453 -0.119
C -1.870 -5.173 0.975
C -1.992 -3.881 1.421
C -1.296 -2.841 0.789
S -1.374 -1.207 1.284
H 0.279 -4.538 -1.573
H -0.924 -6.457 -0.497
H -2.407 -5.971 1.469
H -2.630 -3.626 2.254
C -5.511 -1.985 -2.169
C -4.286 -2.619 -2.003
C -3.135 -1.879 -1.816
C -3.186 -0.482 -1.784
C -4.430 0.154 -1.953
C -5.570 -0.596 -2.148
N -2.028 0.249 -1.599
N -2.004 1.502 -1.890
C -0.989 2.276 -1.511
C -0.978 3.629 -1.906
C 0.042 4.446 -1.502
C 1.067 3.917 -0.707
C 1.028 2.584 -0.386
N 0.041 1.753 -0.767
H -6.411 -2.566 -2.320
H -4.229 -3.699 -2.034
H -2.181 -2.378 -1.737
H -4.465 1.234 -1.924
H -6.516 -0.090 -2.287
H -1.790 3.982 -2.525
H 0.064 5.486 -1.796
H 1.879 4.531 -0.348
H 1.803 2.151 0.226
Cl 2.946 -1.587 -0.204
C 2.085 -0.408 -1.166
H 2.015 -0.802 -2.178
H 2.617 0.537 -1.137
C 1.319 -0.847 3.873
S 2.046 0.269 2.648
O 0.906 0.597 1.719
C 2.219 1.687 3.741
C 1.156 2.523 4.039
C 1.362 3.576 4.917
C 2.614 3.781 5.483
C 3.674 2.942 5.167
C 3.480 1.892 4.282
H 0.382 -0.412 4.216
H 2.018 -0.981 4.697
H 1.136 -1.798 3.373
H 0.189 2.353 3.580
H 0.542 4.237 5.163
H 2.766 4.605 6.168
H 4.651 3.109 5.599
H 4.298 1.234 4.011
```

Results
* energy relative to the best compared isomer or geometry (same formula, charge and spin): 0.00 kJ/mol
* net charge: +1
* spin multiplicity: 5
* E_HOMO (alpha / beta): -0.3552 / -0.3976 Eh

***

Molecular formula: C17H34NO26Tl2
Method: DFT, ωB97M-V/def2-TZVPD

Structure (XYZ):
```
80
Properties=species:S:1:pos:R:3
Tl -0.284 -0.624 -0.711
Tl -0.470 -5.177 -2.431
N -3.129 -3.541 0.285
O -2.983 -4.171 -0.772
O -2.729 -2.351 0.383
O -3.572 -4.071 1.265
O 0.320 1.934 0.209
H 0.005 2.562 0.889
O 0.074 -3.379 -0.216
H -0.221 -3.845 0.590
O -2.674 -1.650 -4.854
C -2.300 -1.544 -3.615
O -2.255 -0.445 -3.133
O -1.718 -2.420 -2.948
H -2.916 -0.723 -4.798
O 2.443 -1.933 -4.958
C 1.986 -2.557 -3.812
O 2.004 -3.820 -3.785
O 1.350 -1.980 -2.927
H 2.845 -2.684 -5.400
C -2.384 -1.092 3.130
O -1.996 0.211 3.640
C -2.155 0.532 4.948
O -2.643 -0.101 5.864
O -1.703 1.723 5.044
C -1.558 2.387 6.263
H -3.434 -1.140 2.841
H -2.340 -1.855 3.908
H -1.799 -1.347 2.247
H -1.423 3.451 6.068
H -0.780 1.985 6.911
H -2.526 2.474 6.757
C 3.702 -2.260 3.782
O 2.652 -2.014 2.803
C 2.163 -0.734 2.562
O 0.996 -0.582 2.106
O 3.074 0.201 2.851
C 2.480 1.560 2.751
H 3.732 -3.285 4.153
H 3.524 -1.508 4.551
H 4.655 -1.989 3.329
H 1.605 1.679 3.389
H 2.353 1.948 1.741
H 3.309 2.091 3.219
C -5.132 -0.495 -0.976
O -5.081 0.709 -0.164
C -3.952 1.299 0.050
O -2.823 0.802 0.063
O -4.250 2.621 0.373
C -3.255 3.432 1.028
H -6.131 -0.891 -1.159
H -4.392 -1.205 -0.607
H -4.958 -0.236 -2.020
H -3.764 4.390 1.133
H -2.422 3.765 0.408
H -2.853 3.130 1.995
C 1.235 0.834 -5.316
O 1.000 2.170 -4.916
C 0.658 2.328 -3.631
O 0.433 1.455 -2.761
O 0.254 3.644 -3.463
C -0.441 4.021 -2.260
H 2.204 0.468 -4.976
H 1.189 0.809 -6.405
H 0.455 0.183 -4.924
H -0.256 5.089 -2.152
H -0.146 3.404 -1.411
H -1.514 3.871 -2.382
C 3.634 1.867 -0.976
O 4.463 0.801 -0.744
C 4.012 -0.511 -0.686
O 2.800 -0.838 -0.623
O 5.013 -1.387 -0.845
C 4.636 -2.740 -0.699
H 3.977 2.655 -0.305
H 2.585 1.661 -0.764
H 3.707 2.237 -1.999
H 5.460 -3.241 -1.207
H 3.697 -3.044 -1.162
H 4.681 -2.971 0.365
```

Results
* net charge: +1
* E_HOMO: -0.4411 Eh